Density functional theory data (wB97M-V/def2-TZVPD) for a 3-piece molecular cluster, C25H20FN5O2 overall.

Computed properties:
- M: 441.47 u
- 2S+1: 1
- SMILES: O=C(O)Cc1cc(-c2cccnc2)cc2nc(F)cnc12.c1ccncc1.c1ccncc1
- E_LUMO: -1.50 eV
- HOMO-LUMO gap: 7.24 eV

Atoms and positions in Å:
O: 0.982 2.722 -3.260
C: 0.192 1.761 -3.081
O: -0.216 1.036 -4.265
C: -0.352 1.246 -1.667
C: 0.761 0.585 -0.723
C: 0.751 1.054 0.778
C: 1.786 0.454 1.795
C: 1.727 0.911 3.329
C: 2.292 -0.073 4.424
C: 2.182 0.411 5.926
C: 1.527 1.800 6.163
N: 1.022 2.717 5.185
C: 1.116 2.248 3.837
C: 2.806 -0.583 1.270
C: 2.863 -1.092 -0.235
N: 3.893 -2.050 -0.545
C: 3.781 -2.374 -1.923
F: 4.763 -3.298 -2.436
C: 2.727 -1.856 -2.944
N: 1.723 -0.911 -2.584
C: 1.808 -0.504 -1.206
H: -0.860 0.324 -4.003
H: -0.756 2.184 -1.117
H: -1.240 0.521 -1.730
H: -0.004 1.825 1.148
H: 2.753 -1.091 4.197
H: 2.587 -0.273 6.762
H: 1.470 2.148 7.265
H: 0.710 2.959 3.020
H: 3.559 -1.028 2.014
H: 2.775 -2.229 -4.031
N: -2.238 -0.728 -7.252
C: -1.535 0.366 -6.908
C: -1.496 1.526 -7.665
C: -2.219 1.562 -8.848
C: -2.952 0.447 -9.228
C: -2.930 -0.664 -8.401
H: -0.984 0.287 -5.979
H: -0.914 2.378 -7.338
H: -2.213 2.452 -9.469
H: -3.528 0.441 -10.145
H: -3.490 -1.560 -8.653
N: -1.568 -1.703 4.788
C: -1.037 -0.847 5.678
C: -1.576 -0.604 6.931
C: -2.734 -1.279 7.289
C: -3.305 -2.168 6.389
C: -2.687 -2.345 5.162
H: -0.134 -0.341 5.350
H: -1.103 0.096 7.609
H: -3.187 -1.115 8.261
H: -4.208 -2.712 6.636
H: -3.093 -3.032 4.426